[1]
The following is a DFT calculation (ωB97M-V with the def2-TZVPD basis set) of a 2-piece molecular cluster, CH7NS2 overall at a distorted geometry.

Calculated values
* energy above the lowest of the compared OMol25 structures with the same formula, charge and spin: 27.23 kJ/mol
* HOMO level: -8.87 eV
* largest force on an atom: 1.7 eV/A
* calculated total energy: -893.41031 Ha
* E_LUMO: 0.489 eV

```
11
Properties=species:S:1:pos:R:3:forces:R:3:lowdin_charge:R:1
C -1.11492 -1.91803 0.38740 0.5474 1.6416 0.1478 -0.467
S -1.77120 -0.35807 -0.32122 0.0196 -0.1726 0.0399 0.327
S -0.40291 -0.03644 -1.82090 -0.0383 -0.2193 0.0767 0.296
H -0.20876 -1.62368 0.91694 0.0311 -0.1053 0.1746 0.016
H -0.78182 -2.53382 -0.43620 -0.6399 -0.7264 0.0911 0.017
H -1.84114 -2.22268 1.14193 0.0094 -0.6445 -0.4913 0.031
H 0.66452 0.10377 -1.01697 0.0217 0.2000 -0.1035 -0.226
N 1.51703 2.29466 0.43032 0.3994 0.6369 -0.3659 0.015
H 1.39802 2.59555 -0.52587 -0.0503 0.1752 -0.0985 0.001
H 1.93153 1.38062 0.37964 -0.1877 -0.3343 0.3853 -0.014
H 0.60965 2.31813 0.86493 -0.1125 -0.4515 0.1439 0.004
```
Forces are in eV/Å.

***

[2]
The following is a DFT calculation (ωB97M-V with the def2-TZVPD basis set) of C10H10N10O2STi as an isolated structure at a distorted geometry.

Calculated values
* total charge: -2
* energy above the lowest of the compared OMol25 structures with the same formula, charge and spin: 178.21 kJ/mol
* expectation value of S²: 2.01
* HOMO level (spin up / spin down): 0.96 / -1.47 eV
* spin multiplicity: 3
* largest force on an atom: 4.0 eV/A
* calculated total energy: -2332.87412 Ha
* E_LUMO (spin up / spin down): 5.125 / 5.055 eV

```
34
Properties=species:S:1:pos:R:3:forces:R:3:lowdin_charge:R:1
Ti 0.11588 -1.03833 0.07854 1.3410 0.7742 -3.7119 0.511
N -1.18610 -2.73424 0.40284 -0.2666 -0.8450 0.2675 -0.066
C -2.35873 -2.27021 -0.31344 -0.4339 -0.0370 -0.7225 -0.185
C -1.87150 -1.69264 -1.68707 -1.9162 -0.9009 -0.0399 -0.666
O -2.66449 -1.68032 -2.62697 -0.0392 0.0567 0.0547 -0.010
O -0.67532 -1.30851 -1.69075 0.2383 0.0481 -1.2095 -0.141
H -0.71944 -3.51748 -0.06061 -0.2832 0.1779 0.3182 0.104
H -1.37033 -2.96568 1.37415 0.0584 -0.0024 -0.1181 0.098
H -2.79570 -1.44206 0.25842 -0.0393 -0.2355 -0.1107 0.085
H -3.12122 -3.05087 -0.48724 0.1546 0.2921 -0.0566 0.105
N 1.23532 -0.13759 2.91664 0.1511 0.0999 0.3019 0.122
C -0.12525 0.07426 2.73078 -0.7586 0.2065 -0.0946 -0.462
N -0.98225 0.51098 3.64692 0.5492 -0.0794 0.1118 -0.002
N -2.16256 0.53292 3.02651 -0.2638 0.1473 -0.1436 -0.132
N -2.03382 0.12940 1.79682 -0.5330 0.2073 0.1911 -0.077
N -0.74862 -0.16290 1.56124 -0.8249 1.1733 2.9166 -0.130
C 1.73860 -1.34365 2.43161 0.2040 -0.7753 -0.0179 -0.472
N 2.63548 -2.10207 3.05183 -0.1643 0.5110 0.1416 -0.004
N 2.76769 -3.17500 2.26948 0.0621 -0.2921 -0.2473 -0.139
N 1.99020 -3.07676 1.23142 0.3739 -0.5631 0.0633 -0.078
N 1.32147 -1.92495 1.29381 1.8676 -0.8046 2.6722 -0.166
H 1.52415 0.04517 3.86996 -0.0308 -0.0726 -0.1968 0.123
S 2.00679 0.11804 -0.95029 0.7328 -0.1346 0.0624 0.583
C 1.26785 1.50885 -1.64708 0.1306 0.3645 -0.1055 -0.712
C 1.86132 2.16387 -2.73829 -0.1421 -0.1130 0.1650 -0.151
C 1.37668 3.37515 -3.17846 -0.0704 0.2805 -0.1219 -0.144
C 0.28130 3.96579 -2.56189 -0.1378 0.1608 -0.1094 -0.150
C -0.35443 3.29513 -1.52184 -0.1000 0.2533 -0.0624 -0.117
C 0.12219 2.08233 -1.07357 -0.0207 -0.1551 0.0866 -0.130
H 2.72120 1.71178 -3.21360 0.0674 -0.0486 0.0337 0.082
H 1.86699 3.87673 -4.00583 -0.0003 0.0437 -0.0478 0.081
H -0.08066 4.93075 -2.89936 -0.0319 -0.0113 -0.0022 0.074
H -1.22140 3.73924 -1.04445 -0.0160 -0.0222 -0.0062 0.092
H -0.36131 1.56288 -0.24026 0.1419 0.2955 -0.2618 0.073
```
Forces are in eV/Å.

***

[3]
The following is a DFT calculation (ωB97M-V with the def2-TZVPD basis set) of a 2-piece molecular cluster, C4H12O2S overall at a distorted geometry.

Calculated values
* energy above the lowest of the compared OMol25 structures with the same formula, charge and spin: 53.10 kJ/mol
* HOMO level: -8.99 eV
* largest force on an atom: 2.1 eV/A
* calculated total energy: -708.23866 Ha
* E_LUMO: 0.799 eV

```
19
Properties=species:S:1:pos:R:3:forces:R:3:lowdin_charge:R:1
O 2.01369 -0.37266 1.05520 0.7092 -1.1709 -0.4645 -0.115
C 1.04711 -1.45088 1.33247 0.3797 1.9473 -0.8162 -0.209
C 0.06544 -1.44433 0.14790 -0.0607 0.0126 0.5061 -0.188
C -0.53070 -0.03139 -0.04648 -0.2402 -1.3146 -0.2035 -0.279
C -1.62393 -0.05804 -1.11018 0.8523 -0.6921 -0.7281 -0.596
S -2.58817 1.45135 -1.32211 -0.1808 0.1717 0.1430 0.701
H 2.72593 -0.76307 0.50727 -0.5546 0.4957 0.4216 0.096
H 1.58919 -2.38272 1.45445 -0.2217 -0.2080 0.2466 0.110
H 0.64180 -1.03621 2.25091 -0.5363 -0.7828 0.2305 0.113
H -0.75263 -2.16964 0.21245 0.2375 -0.1477 0.3291 0.112
H 0.67934 -1.72694 -0.71128 -0.2222 0.0563 -0.2546 0.117
H 0.33181 0.53537 -0.34563 -0.2945 0.7104 -0.0263 0.065
H -0.98177 0.29213 0.89435 0.3024 0.2352 0.0892 0.119
H -1.16342 -0.26751 -2.08559 0.0588 0.2142 0.1410 0.073
H -2.24273 -0.94554 -0.95875 -0.4373 0.3646 0.3198 0.066
H -2.07806 2.13812 -0.28938 -0.0119 -0.1103 -0.0080 -0.160
O 1.19303 2.78827 -0.62906 0.0112 0.4955 -0.2392 -0.055
H 1.14500 2.03187 -0.04639 0.0835 -0.1023 0.3560 -0.007
H 0.52908 3.41182 -0.31015 0.1255 -0.1748 -0.0426 0.039
```
Forces are in eV/Å.

***

[4]
The following is a DFT calculation (ωB97M-V with the def2-TZVPD basis set) of one molecule with the formula C5H13N.

Calculated values
* energy above the lowest of the compared OMol25 structures with the same formula, charge and spin: 4.08 kJ/mol
* HOMO level: -9.32 eV
* largest force on an atom: 0.9 eV/A
* calculated total energy: -253.06153 Ha
* E_LUMO: 1.128 eV

```
19
Properties=species:S:1:pos:R:3:forces:R:3:lowdin_charge:R:1
C -1.77921 -0.86078 -0.43218 -0.0115 0.1394 -0.3520 -0.091
C -0.67880 0.19950 -0.41089 0.5614 -0.1569 -0.4040 -0.406
C -0.93215 1.21576 0.70775 0.1041 -0.1333 -0.4848 -0.079
C 0.72667 -0.46896 -0.30828 -0.7011 -0.0074 -0.5246 -0.453
C 1.86372 0.51011 -0.56367 0.1518 0.1564 0.6477 -0.074
N 0.82693 -1.14369 0.97873 0.5073 -0.2928 0.2067 0.036
H -2.75938 -0.38994 -0.61390 0.2611 -0.2373 0.2556 0.079
H -1.76555 -1.42112 0.49824 -0.2214 0.0191 0.1496 0.069
H -1.61170 -1.58501 -1.23862 0.0047 0.1415 0.0555 0.075
H -0.70558 0.71956 -1.38697 0.0630 -0.0286 0.3494 0.134
H -0.98594 0.72471 1.67017 0.0866 -0.1745 0.3136 0.071
H -0.18911 2.01826 0.75062 -0.1177 -0.1124 -0.0451 0.072
H -1.90775 1.64818 0.53603 -0.2593 0.3522 0.0248 0.071
H 0.76866 -1.26233 -1.07847 -0.0740 0.3014 0.2084 0.137
H 1.81371 1.01638 -1.51921 -0.1584 0.0387 -0.3063 0.072
H 1.88054 1.28308 0.22157 0.0197 -0.1787 -0.2095 0.073
H 2.81409 -0.01975 -0.50928 0.1149 0.0052 -0.0343 0.071
H 1.65808 -1.74057 0.99844 -0.3465 0.2443 0.0277 0.078
H 0.96276 -0.44340 1.69993 0.0152 -0.0762 0.1218 0.066
```
Forces are in eV/Å.